1.
Here is a cluster of 2 separate species, C4H2O2 in total in a non-equilibrium geometry from the Open Molecules 2025 dataset. Energies are from the ωB97M-V functional and the def2-TZVPD basis.

Structure (ORCA input):
```
! wB97M-V def2-TZVPD RIJCOSX def2/J DEFGRID3
* xyz 0 1
C 0.95 1.87 0.04
C 0.97 0.66 0.03
C -1.36 -0.96 -0.04
C 0.77 -0.71 0.01
O -2.09 -0.03 0.03
O 1.38 -1.72 0.01
H 1.01 2.91 0.07
H -1.62 -2.02 -0.14
*
```

Values from the calculation:
relative energy (zero: lowest compared OMol25 entry of this formula, charge and spin): 1.9046 eV
LUMO: -0.376 eV
highest occupied orbital energy: -8.41 eV
energy: -8270.62371 eV
orbital gap: 8.03 eV

For reference, the Löwdin charges in units of e are: 0.19, -0.08, -0.09, -0.29, 0.05, 0.10, 0.04, 0.09

=====

2.
Here is the molecule C7H2N4 in a non-equilibrium geometry from the Open Molecules 2025 dataset. Energies are from the ωB97M-V functional and the def2-TZVPD basis.

Structure (ORCA input):
```
! wB97M-V def2-TZVPD RIJCOSX def2/J DEFGRID3
* xyz 0 1
C -1.93 1.13 0.40
C -1.84 -1.32 0.35
C 1.44 1.31 0.64
C 2.19 -0.83 0.10
C -0.09 -0.11 -0.80
C -1.35 -0.05 0.06
C 1.21 0.11 0.02
N -2.39 2.16 0.70
N -2.13 -2.45 0.43
N 1.85 2.22 1.24
N 2.99 -1.66 -0.12
H 0.04 -1.07 -1.25
H 0.02 0.57 -1.76
*
```

Values from the calculation:
relative energy (zero: lowest compared OMol25 entry of this formula, charge and spin): 0.0000 eV
LUMO (alpha / beta): -3.132 / -3.363 eV
highest occupied orbital energy (alpha / beta): -10.61 / -10.43 eV
energy: -13246.69722 eV
orbital gap (alpha / beta): 7.48 / 7.06 eV

Results of the Löwdin charge analysis, in e, for atoms 1 through 8: -0.18, -0.16, -0.19, -0.17, -0.08, -0.19, -0.19, 0.23

=====

3.
Here is the ion O2 with charge +1 in a non-equilibrium geometry from the Open Molecules 2025 dataset. Energies are from the ωB97M-V functional and the def2-TZVPD basis.

Structure (ORCA input):
```
! wB97M-V def2-TZVPD RIJCOSX def2/J DEFGRID3
* xyz 1 2
O 0.31 -0.08 0.57
O -0.31 0.08 -0.57
*
```

Values from the calculation:
relative energy (zero: lowest compared OMol25 entry of this formula, charge and spin): 1.5381 eV
LUMO (alpha / beta): -14.990 / -14.404 eV
highest occupied orbital energy (alpha / beta): -24.09 / -26.80 eV
energy: -4077.36163 eV
orbital gap (alpha / beta): 9.10 / 12.39 eV

For reference, the Löwdin charges in units of e are: 0.50, 0.50

=====

4.
Here is a cluster of 2 separate species, C3H10N2O in total in a non-equilibrium geometry from the Open Molecules 2025 dataset. Energies are from the ωB97M-V functional and the def2-TZVPD basis.

Structure (ORCA input):
```
! wB97M-V def2-TZVPD RIJCOSX def2/J DEFGRID3
* xyz 0 1
H 0.11 -1.37 0.85
N -0.43 -0.56 1.25
C -0.58 0.66 0.77
N 0.30 1.62 0.40
C -0.31 2.89 0.07
H -1.61 1.01 0.87
H 1.28 1.41 0.45
H 0.26 3.75 0.50
H -1.28 2.96 0.62
H -0.49 3.07 -0.98
C 0.66 -2.89 -0.85
O -0.14 -1.72 -1.27
H 1.38 -2.55 -0.09
H 0.03 -3.69 -0.40
H 1.09 -3.39 -1.72
H -0.27 -1.18 -0.47
*
```

Values from the calculation:
relative energy (zero: lowest compared OMol25 entry of this formula, charge and spin): 3.0499 eV
LUMO: 0.944 eV
highest occupied orbital energy: -8.76 eV
energy: -8298.45413 eV
orbital gap: 9.71 eV
SMILES: [H]/N=C\NC.CO

Results of the Löwdin charge analysis, in e, for atoms 1 through 8: 0.02, 0.03, -0.32, -0.03, -0.10, 0.12, 0.14, 0.09